{
  "formula": "C34H28N4O4PS2Se2TeW",
  "method": "ωB97M-V/def2-TZVPD",
  "species": ["W", "Se", "P", "Se", "C", "C", "C", "C", "C", "C", "C", "C", "C", "C", "C", "C", "H", "H", "H", "H", "H", "H", "H", "H", "H", "H", "O", "N", "C", "C", "C", "C", "C", "S", "H", "H", "H", "H", "O", "S", "O", "O", "C", "N", "C", "C", "C", "N", "C", "C", "C", "N", "C", "C", "H", "H", "H", "H", "H", "H", "C", "Te", "C", "C", "C", "C", "C", "C", "C", "H", "H", "H", "H", "H", "H", "H", "H"],
  "positions_angstrom": [[0.129, 1.215, -0.477], [-0.323, 0.547, 1.836], [-1.707, -1.011, 0.996], [-1.625, -0.467, -1.167], [-0.969, -2.589, 1.319], [-1.434, -3.465, 2.307], [-0.740, -4.637, 2.556], [0.419, -4.933, 1.851], [0.898, -4.056, 0.884], [0.208, -2.893, 0.613], [-3.351, -0.729, 1.630], [-4.263, -1.765, 1.840], [-5.539, -1.472, 2.295], [-5.915, -0.158, 2.529], [-5.022, 0.880, 2.290], [-3.748, 0.597, 1.838], [-2.282, -3.220, 2.930], [-1.096, -5.311, 3.322], [0.963, -5.842, 2.065], [1.814, -4.282, 0.355], [0.580, -2.221, -0.152], [-4.019, -2.791, 1.604], [-6.241, -2.277, 2.458], [-6.911, 0.059, 2.889], [-5.318, 1.907, 2.456], [-3.054, 1.413, 1.669], [0.525, 1.917, -2.355], [1.649, 2.659, -2.559], [2.045, 2.807, -3.836], [3.156, 3.567, -4.115], [3.840, 4.175, -3.067], [3.398, 4.010, -1.767], [2.277, 3.234, -1.512], [1.659, 2.965, 0.111], [1.431, 2.301, -4.566], [3.471, 3.680, -5.141], [4.716, 4.777, -3.264], [3.910, 4.472, -0.935], [5.346, -5.793, 1.488], [6.445, -4.854, 1.364], [6.280, -3.625, 2.117], [7.767, -5.409, 1.318], [6.129, -4.299, -0.303], [6.610, -4.950, -1.376], [6.216, -4.542, -2.565], [5.317, -3.484, -2.758], [4.899, -2.880, -1.586], [5.299, -3.275, -0.387], [3.883, -1.814, -1.470], [2.955, -1.475, -2.462], [1.908, -0.653, -2.144], [1.787, -0.063, -0.928], [2.754, -0.298, 0.004], [3.774, -1.172, -0.219], [6.605, -5.089, -3.417], [5.004, -3.185, -3.745], [2.984, -1.934, -3.440], [1.111, -0.464, -2.854], [2.647, 0.200, 0.959], [4.490, -1.412, 0.558], [-2.225, 4.039, 1.214], [-1.664, 3.412, -0.742], [-3.673, 2.752, -0.960], [-4.423, 3.544, 0.087], [-5.810, 3.644, 0.025], [-6.497, 4.371, 0.980], [-5.804, 5.012, 2.001], [-4.425, 4.918, 2.067], [-3.729, 4.179, 1.115], [-1.709, 4.969, 1.443], [-1.919, 3.281, 1.936], [-3.731, 1.673, -0.809], [-3.983, 2.985, -1.977], [-6.351, 3.156, -0.776], [-7.573, 4.455, 0.921], [-6.339, 5.597, 2.734], [-3.887, 5.420, 2.860]],
  "lowdin_charge": [0.713, 0.519, 0.425, 0.493, -0.414, -0.063, -0.027, 0.002, -0.019, -0.104, -0.401, -0.064, -0.030, -0.016, -0.031, -0.113, 0.108, 0.127, 0.135, 0.126, 0.062, 0.114, 0.126, 0.126, 0.111, 0.052, -0.424, -0.153, 0.036, 0.017, 0.015, -0.025, -0.557, 0.671, 0.158, 0.136, 0.139, 0.132, -0.346, 0.383, -0.362, -0.313, -0.324, 0.166, -0.086, 0.024, -0.243, 0.141, -0.070, 0.037, -0.135, -0.201, -0.126, 0.051, 0.121, 0.106, 0.128, 0.105, 0.092, 0.140, -0.368, 1.419, -0.378, -0.312, -0.028, -0.049, -0.047, -0.022, -0.306, 0.076, 0.037, 0.025, 0.074, 0.127, 0.120, 0.120, 0.127],
  "total_charge": 2,
  "homo_energy_ev": [-10.789, -10.790],
  "molar_mass_da": 1121.1,
  "homo_lumo_gap_ev": [1.5, 2.1],
  "e_tot_ha": -8107.5131,
  "multiplicity": 2
}

{
  "formula": "C3H6O3",
  "method": "ωB97M-V/def2-TZVPD",
  "species": ["O", "C", "O", "C", "C", "O", "H", "H", "H", "H", "H", "H"],
  "positions_angstrom": [[2.840, -0.020, -0.601], [2.454, -1.119, -0.637], [2.111, -2.232, -0.724], [-1.739, 0.630, 0.258], [-0.221, 0.627, 0.202], [0.326, -0.548, 0.783], [-2.147, 1.576, -0.113], [-2.079, 0.481, 1.287], [-2.152, -0.176, -0.361], [0.126, 0.748, -0.836], [0.194, 1.459, 0.777], [-0.119, -1.311, 0.392]],
  "lowdin_charge": [0.197, -0.424, 0.187, -0.090, -0.323, -0.094, 0.076, 0.078, 0.076, 0.110, 0.119, 0.088],
  "homo_energy_ev": -10.648,
  "molar_mass_da": 90.1,
  "homo_lumo_gap_ev": 11.3,
  "e_tot_ha": -343.6542,
  "smiles": "O=C=O.CCO",
  "multiplicity": 1
}

{
  "formula": "C16H23BN6O2ReS2",
  "method": "ωB97M-V/def2-TZVPD",
  "species": ["Re", "C", "C", "C", "C", "C", "C", "C", "H", "H", "H", "H", "H", "H", "H", "H", "N", "N", "C", "O", "O", "H", "H", "H", "C", "N", "C", "C", "N", "B", "N", "C", "C", "N", "C", "C", "S", "C", "S", "H", "H", "H", "H", "H", "H", "H", "H", "H", "H", "H", "H"],
  "positions_angstrom": [[-0.109, 0.333, -0.757], [-3.397, 4.526, -0.284], [-2.801, 3.240, 0.200], [-3.181, 2.020, -0.351], [-2.640, 0.823, 0.118], [-1.663, 0.843, 1.133], [-1.295, 2.082, 1.702], [-1.852, 3.246, 1.239], [-2.724, 4.990, -1.009], [-3.528, 5.226, 0.539], [-4.360, 4.361, -0.764], [-3.964, 1.999, -1.102], [-3.059, -0.125, -0.196], [-1.433, -0.066, 1.673], [-0.589, 2.103, 2.522], [-1.570, 4.190, 1.687], [-1.096, 0.541, -2.672], [-0.853, 1.856, -3.126], [-0.569, 2.810, -2.153], [-0.612, 3.983, -2.347], [-0.210, 2.249, -0.970], [-0.695, -0.115, -3.340], [-2.096, 0.354, -2.602], [-1.349, 2.159, -3.952], [-1.884, -4.302, 1.322], [-0.813, -3.395, 1.759], [-0.186, -3.463, 2.987], [0.719, -2.459, 3.026], [0.659, -1.794, 1.816], [1.553, -0.623, 1.371], [2.708, -1.037, 0.432], [3.834, -1.719, 0.864], [4.719, -1.748, -0.156], [4.141, -1.069, -1.211], [4.771, -0.875, -2.524], [2.933, -0.641, -0.828], [1.853, 0.241, -1.899], [-0.285, -2.378, 1.072], [-0.722, -1.886, -0.552], [-2.696, -4.262, 2.043], [-1.486, -5.311, 1.253], [-2.242, -3.984, 0.348], [-0.452, -4.208, 3.718], [1.392, -2.153, 3.808], [0.815, 0.174, 0.741], [1.918, 0.025, 2.303], [3.912, -2.116, 1.861], [5.701, -2.180, -0.232], [4.612, -1.757, -3.140], [5.832, -0.705, -2.367], [4.340, -0.002, -3.004]],
  "lowdin_charge": [1.023, -0.008, -0.229, -0.034, -0.158, -0.228, -0.046, 0.003, 0.093, 0.098, 0.093, 0.130, 0.099, 0.095, 0.129, 0.139, -0.079, 0.052, -0.625, 0.167, -0.251, 0.119, 0.123, 0.171, 0.027, -0.086, 0.012, 0.003, 0.008, -0.418, 0.022, 0.002, 0.012, -0.094, 0.021, -0.579, 0.784, -0.608, 0.730, 0.111, 0.113, 0.069, 0.148, 0.143, -0.002, 0.121, 0.141, 0.147, 0.112, 0.110, 0.074],
  "total_charge": 2,
  "homo_energy_ev": [-14.690, -14.770],
  "molar_mass_da": 592.6,
  "homo_lumo_gap_ev": [6.6, 6.7],
  "e_tot_ha": -2001.5897,
  "multiplicity": 2
}

{
  "formula": "C2H5O2S",
  "method": "ωB97M-V/def2-TZVPD",
  "species": ["C", "S", "H", "H", "H", "O", "C", "O", "H", "H"],
  "positions_angstrom": [[1.112, 1.726, 1.886], [0.892, 0.827, 0.277], [1.723, 2.607, 1.815], [0.057, 1.975, 2.282], [1.466, 0.832, 2.374], [-1.858, -3.114, -2.078], [-1.405, -1.934, -2.031], [-0.553, -1.305, -1.170], [-1.891, -1.145, -2.731], [0.458, -0.468, -0.623]],
  "lowdin_charge": [-0.555, 0.348, -0.007, 0.028, -0.039, -0.101, -0.477, -0.259, 0.112, -0.049],
  "total_charge": -1,
  "homo_energy_ev": -3.921,
  "molar_mass_da": 93.1,
  "homo_lumo_gap_ev": 7.7,
  "e_tot_ha": -627.8263,
  "multiplicity": 1
}

{
  "formula": "C20H42NNdP3S",
  "method": "ωB97M-V/def2-TZVPD",
  "species": ["Nd", "P", "P", "P", "H", "C", "C", "H", "C", "C", "C", "C", "C", "C", "C", "C", "C", "H", "H", "H", "H", "H", "H", "H", "H", "H", "H", "H", "H", "H", "H", "H", "H", "H", "H", "H", "H", "H", "H", "H", "H", "H", "H", "H", "H", "H", "C", "C", "C", "C", "C", "C", "S", "H", "H", "H", "H", "H", "H", "C", "C", "C", "N", "H", "H", "H", "H", "H"],
  "positions_angstrom": [[0.197, -1.335, -0.123], [1.925, 0.819, 0.880], [-1.728, -0.036, 1.910], [-1.575, 3.079, -2.611], [1.307, -2.529, -4.465], [0.848, -1.520, -4.297], [1.905, -0.434, -4.351], [2.880, -0.792, -3.894], [3.298, 0.009, 1.747], [1.436, 2.088, 2.113], [2.781, 1.834, -0.346], [-3.343, -0.823, 1.711], [-1.196, -0.658, 3.554], [-2.223, 1.691, 2.341], [-2.295, 4.364, -3.621], [-0.629, 3.804, -1.223], [-2.927, 2.075, -1.924], [0.054, -1.604, -5.036], [2.052, -0.002, -5.328], [3.869, -0.615, 1.057], [2.923, -0.619, 2.558], [3.955, 0.773, 2.164], [0.861, 1.630, 2.927], [0.830, 2.871, 1.642], [2.342, 2.540, 2.533], [2.834, 1.314, -1.306], [3.797, 2.048, -0.010], [2.272, 2.785, -0.516], [-3.984, -0.547, 2.555], [-3.233, -1.913, 1.682], [-3.814, -0.492, 0.778], [-1.917, -0.309, 4.301], [-0.197, -0.281, 3.808], [-1.196, -1.756, 3.543], [-2.914, 1.628, 3.204], [-2.742, 2.158, 1.483], [-1.337, 2.292, 2.618], [-3.269, 4.657, -3.256], [-2.420, 3.994, -4.628], [-1.636, 5.219, -3.646], [-0.853, 4.885, -1.194], [0.441, 3.640, -1.438], [-0.924, 3.317, -0.272], [-3.894, 2.533, -2.163], [-2.840, 1.970, -0.842], [-2.904, 1.074, -2.358], [0.322, -1.182, -2.928], [-1.094, -1.212, -2.403], [-1.551, -2.402, -1.786], [-0.670, -3.481, -1.496], [0.691, -3.302, -1.734], [1.187, -2.050, -2.143], [0.912, 0.617, -3.286], [-0.699, 2.303, -3.439], [-1.783, -0.399, -2.724], [-2.620, -2.501, -1.541], [-1.073, -4.395, -1.022], [1.412, -4.054, -1.419], [2.227, -1.868, -2.338], [1.707, -3.162, 4.985], [2.029, -3.934, 3.678], [1.546, -3.275, 2.504], [1.107, -2.707, 1.585], [2.186, -2.167, 4.970], [2.051, -3.692, 5.888], [0.622, -2.990, 5.073], [3.110, -4.052, 3.592], [1.565, -4.921, 3.720]],
  "lowdin_charge": [1.541, 0.692, 0.678, 0.924, 0.152, -0.237, -0.386, 0.116, -0.272, -0.256, -0.278, -0.285, -0.274, -0.254, -0.188, -0.178, -0.174, 0.141, 0.092, 0.059, 0.026, 0.067, 0.024, 0.038, 0.072, -0.002, 0.069, 0.035, 0.068, 0.053, 0.046, 0.067, 0.035, 0.040, 0.072, 0.033, 0.034, 0.074, 0.072, 0.071, 0.081, 0.042, 0.044, 0.080, 0.031, 0.028, -0.690, -0.171, -0.164, -0.158, -0.162, -0.343, 0.914, -0.037, 0.090, 0.138, 0.137, 0.140, 0.118, -0.054, -0.170, -0.109, 0.051, 0.084, 0.105, 0.079, 0.145, 0.147],
  "total_charge": 3,
  "homo_energy_ev": [-15.956, -15.902],
  "molar_mass_da": 565.8,
  "homo_lumo_gap_ev": [6.5, 6.5],
  "e_tot_ha": -2824.6919,
  "multiplicity": 4
}

{
  "formula": "C2H5BO",
  "method": "ωB97M-V/def2-TZVPD",
  "species": ["B", "C", "C", "O", "H", "H", "H", "H", "H"],
  "positions_angstrom": [[0.658, -0.259, 0.592], [-1.752, -0.284, -0.199], [-0.455, 0.564, -0.060], [-2.802, -0.010, 0.366], [1.419, 0.368, 1.122], [0.534, -1.373, 0.499], [-1.702, -1.242, -0.808], [-0.696, 1.640, 0.234], [0.362, 0.744, -1.311]],
  "lowdin_charge": [-0.060, -0.304, -0.168, 0.022, 0.007, 0.016, 0.128, 0.105, 0.254],
  "homo_energy_ev": -9.983,
  "molar_mass_da": 55.9,
  "homo_lumo_gap_ev": 10.0,
  "e_tot_ha": -179.1881,
  "multiplicity": 1
}